{"formula": "C6H19CaN3O6P2SbSe4", "method": "ωB97M-V/def2-TZVPD", "total_charge": -1, "orbital_gap_ha": 0.1286, "e_homo_ev": -3.0, "multiplicity": 1, "total_energy_ha": -12062.3581, "symbols": ["Sb", "Se", "Se", "Se", "Se", "Ca", "P", "P", "O", "O", "O", "O", "O", "O", "N", "N", "N", "C", "C", "C", "C", "C", "C", "H", "H", "H", "H", "H", "H", "H", "H", "H", "H", "H", "H", "H", "H", "H", "H", "H", "H", "H"], "xyz": [[-2.01, 2.73, -2.01], [-4.40, 2.84, -2.28], [-0.91, 0.74, -3.31], [-1.35, 1.56, 0.21], [-0.87, 4.84, -2.21], [-0.15, -0.36, -1.08], [1.26, -2.15, -2.59], [0.68, -2.63, 0.28], [0.42, -3.88, 1.33], [1.83, -1.87, 0.84], [1.61, -0.88, -1.89], [2.30, -2.72, -3.52], [-0.21, -2.17, -3.16], [-0.65, -2.00, 0.05], [-0.90, -0.47, 5.51], [-0.44, -0.12, 2.75], [2.79, -3.60, -1.11], [1.28, -3.45, -1.24], [-2.02, 0.01, 4.62], [0.57, -0.73, 3.58], [-1.37, 0.72, 3.44], [0.62, -4.75, -1.63], [-0.03, -1.46, 4.78], [1.24, 0.06, 3.95], [-2.12, 1.07, 2.73], [3.11, -3.41, -2.13], [1.16, -1.42, 2.98], [-0.85, -0.74, 2.06], [-0.46, -4.61, -1.70], [0.82, -5.54, -0.90], [-0.66, -2.29, 4.46], [3.09, -2.85, -0.47], [-2.66, 0.69, 5.19], [0.97, -5.07, -2.62], [0.74, -1.82, 5.47], [-1.25, -0.85, 6.39], [-2.59, -0.85, 4.30], [-0.43, -4.29, 1.14], [-0.84, 1.61, 3.80], [-0.40, -1.16, -3.09], [3.09, -4.50, -0.74], [-0.32, 0.34, 5.71]], "mulliken_charge": [0.701, -0.688, -0.730, -0.626, -0.676, 1.051, 0.784, 1.064, -0.663, -0.942, -0.646, -0.861, -0.335, -0.772, -0.118, 0.053, -0.362, 1.352, -0.716, -0.547, -0.667, -2.014, -0.617, 0.210, 0.308, 0.424, 0.221, 0.235, 0.404, 0.441, 0.349, 0.253, 0.415, 0.452, 0.373, 0.338, 0.341, 0.303, 0.319, -0.105, 0.320, 0.372]}

=====

{"formula": "C3H2N2S2", "method": "ωB97M-V/def2-TZVPD", "total_charge": 0, "orbital_gap_ha": 0.2926, "e_homo_ev": -8.3, "multiplicity": 1, "total_energy_ha": -1021.2822, "symbols": ["S", "S", "N", "N", "C", "C", "C", "H", "H"], "xyz": [[-0.71, -2.06, 3.35], [-1.88, -0.37, 3.80], [-1.30, 0.95, 1.34], [-0.52, -1.11, 1.95], [0.13, -0.56, 0.26], [-1.24, -0.02, 2.20], [-0.51, 0.60, 0.27], [0.81, -1.25, -0.17], [-0.46, 1.33, -0.52]], "mulliken_charge": [-0.014, -0.154, -0.589, -0.095, -0.240, 0.519, -0.230, 0.408, 0.396]}

=====

{"formula": "C27H34Cl2FeN5O3", "method": "ωB97M-V/def2-TZVPD", "total_charge": -1, "orbital_gap_ha": [0.1630, 0.2033], "e_homo_ev": [-2.5, -3.6], "multiplicity": 5, "total_energy_ha": -3732.8229, "symbols": ["Fe", "Cl", "Cl", "O", "O", "O", "N", "N", "N", "N", "N", "C", "C", "C", "C", "C", "C", "C", "C", "C", "C", "C", "C", "C", "C", "C", "C", "C", "C", "C", "C", "C", "C", "C", "C", "C", "C", "C", "H", "H", "H", "H", "H", "H", "H", "H", "H", "H", "H", "H", "H", "H", "H", "H", "H", "H", "H", "H", "H", "H", "H", "H", "H", "H", "H", "H", "H", "H", "H", "H", "H", "H"], "xyz": [[1.89, 0.91, -0.76], [3.72, 0.35, 0.27], [1.69, 3.06, -0.90], [-2.51, 1.42, -1.72], [-1.34, 3.01, 2.75], [-1.24, -2.06, -3.30], [-0.21, -2.45, 8.93], [0.81, 3.60, 3.28], [0.71, 0.07, 0.45], [-0.11, -0.62, 2.38], [-4.44, 1.25, -2.94], [-5.47, 0.36, -3.45], [2.25, -4.42, -2.01], [-3.34, 0.73, -2.33], [-1.34, -0.93, 4.45], [-4.84, 2.63, -2.72], [2.72, -5.08, -3.17], [-0.15, 3.15, 2.43], [-0.14, -1.01, 3.73], [1.38, -3.33, -2.10], [1.12, 0.41, -2.23], [-0.18, -2.13, 7.80], [-0.69, 0.17, 0.40], [2.22, 3.59, 2.93], [1.05, -1.42, 4.34], [1.03, -1.77, 5.69], [2.34, -0.28, -2.51], [0.20, 1.05, -3.31], [0.97, -2.95, -3.41], [1.02, -0.43, 1.67], [-0.12, -2.06, -3.79], [0.41, 4.31, 4.47], [-1.20, -0.27, 1.57], [-1.34, -1.32, 5.79], [3.36, 0.46, -3.27], [-0.16, -1.73, 6.42], [2.33, -4.63, -4.43], [1.44, -3.58, -4.55], [-5.50, 2.72, -1.84], [1.08, 4.05, 5.29], [1.07, -2.78, -1.21], [-0.71, 0.57, -3.72], [2.57, -4.81, -1.02], [2.50, 4.48, 2.34], [-2.26, -1.30, 6.36], [-6.27, 0.19, -2.71], [-5.92, 0.80, -4.35], [-1.18, 0.54, -0.47], [1.96, -2.07, 6.18], [0.29, -1.20, -4.36], [-2.20, -0.32, 1.94], [2.66, -5.10, -5.35], [0.45, 5.40, 4.31], [2.46, 2.70, 2.33], [3.44, -5.89, -3.10], [-2.24, -0.55, 3.98], [-3.26, -0.37, -2.46], [1.98, -1.46, 3.77], [2.60, -1.27, -2.13], [4.18, 0.74, -2.60], [-3.95, 3.25, -2.59], [-5.41, 2.95, -3.60], [0.86, 1.42, -4.13], [2.81, 3.58, 3.85], [0.24, 2.93, 1.41], [3.74, -0.17, -4.06], [-0.16, 1.93, -2.75], [1.07, -3.21, -5.49], [-0.63, 4.03, 4.71], [2.89, 1.37, -3.64], [2.03, -0.60, 2.00], [-5.00, -0.61, -3.70]], "mulliken_charge": [-0.776, -0.602, -0.600, -0.750, -0.712, -0.546, -0.555, 0.201, 0.951, 0.577, 0.145, -0.831, -0.382, 0.384, -0.398, -0.956, -0.478, 0.162, 1.626, -0.160, 0.868, 0.078, -1.093, -0.679, -0.509, -0.979, 0.465, -1.352, 0.866, -0.691, -0.509, -0.974, -0.369, -0.994, -1.828, 0.424, -0.473, -0.700, 0.305, 0.318, 0.386, 0.195, 0.345, 0.252, 0.414, 0.313, 0.277, 0.385, 0.404, 0.416, 0.329, 0.355, 0.305, 0.165, 0.361, 0.308, 0.123, 0.409, 0.605, 0.265, 0.281, 0.335, 0.286, 0.300, 0.244, 0.424, 0.428, 0.429, 0.293, 0.357, 0.262, 0.277]}

=====

{"formula": "C6H11N", "method": "ωB97M-V/def2-TZVPD", "total_charge": 0, "smiles": "C=CCN/C=C/C", "orbital_gap_ha": 0.3302, "e_homo_ev": -7.8, "multiplicity": 1, "total_energy_ha": -289.9067, "symbols": ["N", "C", "C", "C", "C", "C", "C", "H", "H", "H", "H", "H", "H", "H", "H", "H", "H", "H"], "xyz": [[1.03, -0.02, 0.36], [1.17, -2.08, -2.74], [-1.82, 1.79, 2.10], [0.56, -0.37, -0.98], [0.23, 0.82, 1.14], [-1.09, 0.76, 1.29], [1.09, -1.68, -1.48], [1.24, -2.38, -0.66], [-1.63, -0.13, 0.98], [-2.40, 1.42, 2.94], [0.87, 1.46, 1.76], [-0.51, -0.54, -0.91], [2.00, 0.23, 0.34], [1.35, -3.12, -2.96], [-1.07, 2.47, 2.52], [0.70, 0.47, -1.67], [0.81, -1.44, -3.54], [-2.53, 2.35, 1.49]], "mulliken_charge": [-0.269, -0.744, -1.051, -0.451, -0.284, -0.028, -0.193, 0.277, 0.351, 0.286, 0.210, 0.248, 0.241, 0.262, 0.306, 0.321, 0.269, 0.250]}

=====

{"formula": "C8H9BO", "method": "ωB97M-V/def2-TZVPD", "total_charge": 0, "smiles": "CB1OCc2ccccc21", "orbital_gap_ha": 0.3505, "e_homo_ev": -9.2, "multiplicity": 1, "total_energy_ha": -410.3536, "symbols": ["O", "C", "C", "C", "C", "C", "C", "C", "C", "B", "H", "H", "H", "H", "H", "H", "H", "H", "H"], "xyz": [[-1.90, -1.35, -0.03], [-0.67, -1.98, 0.00], [-2.78, 1.33, 0.02], [1.79, -1.24, 0.02], [2.24, 1.13, -0.02], [0.88, 1.40, -0.03], [-0.04, 0.35, -0.03], [2.69, -0.19, 0.01], [0.44, -0.97, -0.01], [-1.57, 0.35, -0.03], [-0.60, -2.61, 0.90], [-3.24, 1.41, -0.96], [2.95, 1.94, -0.03], [0.53, 2.42, -0.05], [3.75, -0.38, 0.03], [-2.50, 2.33, 0.34], [-3.54, 0.95, 0.70], [-0.58, -2.65, -0.87], [2.14, -2.26, 0.03]], "mulliken_charge": [-0.500, -0.405, -0.867, -0.732, -0.587, -0.534, 0.225, -0.285, 0.438, 0.204, 0.279, 0.317, 0.389, 0.383, 0.386, 0.316, 0.270, 0.293, 0.411]}

=====

{"formula": "C5H14N2O", "method": "ωB97M-V/def2-TZVPD", "total_charge": 0, "smiles": "CC(C)(C)CN(N)O", "orbital_gap_ha": 0.3443, "e_homo_ev": -8.6, "multiplicity": 1, "total_energy_ha": -383.5665, "symbols": ["O", "N", "N", "C", "C", "C", "C", "C", "H", "H", "H", "H", "H", "H", "H", "H", "H", "H", "H", "H", "H", "H"], "xyz": [[-2.02, -0.26, -1.16], [-2.26, 1.36, 0.57], [-1.61, 1.01, -0.63], [0.74, -1.28, -1.10], [0.17, -0.76, 1.28], [-0.14, 1.06, -0.52], [2.14, 0.31, 0.20], [0.69, -0.17, -0.03], [-0.82, -1.21, 1.16], [-3.23, 1.61, 0.41], [0.98, -0.87, -2.09], [-2.57, -0.60, -0.43], [0.83, -1.55, 1.65], [1.51, -2.03, -0.86], [0.10, 0.01, 2.06], [-0.20, -1.83, -1.19], [2.60, 0.66, -0.74], [2.77, -0.50, 0.59], [2.18, 1.13, 0.92], [-2.22, 0.66, 1.31], [0.12, 1.92, 0.12], [0.23, 1.34, -1.51]], "mulliken_charge": [-0.420, -0.609, 0.112, -1.691, -1.797, -1.204, -1.791, 2.293, 0.332, 0.256, 0.367, 0.343, 0.429, 0.436, 0.376, 0.359, 0.390, 0.395, 0.426, 0.184, 0.455, 0.360]}